Molecular formula: C3H12O2S2
Method: DFT, ωB97M-V/def2-TZVPD

Properties
HOMO-LUMO gap: 9.3 eV
Molar mass: 144.26 g/mol
Energy above the lowest of the compared OMol25 structures with the same formula, charge and spin: 166.6 kJ/mol
SMILES string: CCCSS.O.O
Multiplicity: 1
E_HOMO: -9.4 eV

Last column: Mulliken charge in e.
Cartesian coordinates (Å):
C (0.03436, 0.10498, 1.31553)  -0.080
C (-0.71223, -0.11703, 2.57327)  -1.228
C (-0.41038, -0.93933, 0.19786)  -0.929
S (0.16902, -0.62104, -1.55185)  -0.047
S (-1.67033, -0.48460, -2.64207)  -0.166
H (-0.20298, 0.99030, 0.84225)  0.312
H (1.17598, -0.03389, 1.41678)  0.232
H (-1.78814, -0.36632, 2.34887)  0.318
H (-0.76358, 0.60276, 3.38514)  0.316
H (-0.52567, -1.08872, 2.95192)  0.345
H (-0.13152, -1.93788, 0.41893)  0.465
H (-1.51837, -0.97373, 0.11328)  0.399
H (-2.23075, 0.75906, -2.47564)  0.034
H (-3.47193, 3.68326, -3.47883)  0.325
H (-2.46716, 2.62718, -3.05721)  0.324
O (-2.49983, 3.60233, -3.28443)  -0.619
H (5.18659, -2.59253, 0.33178)  0.328
H (5.74898, -1.16301, 0.20494)  0.318
O (6.07793, -2.05180, 0.38949)  -0.647